No. 1
The following is a DFT calculation (the ωB97M-V functional and the def2-TZVPD basis) of an isolated ion of composition C51H59N4O and charge +1.

Values from the calculation:
* net charge: +1
* Kohn-Sham gap: 6.76 eV
* electronic energy: -61847.8455 eV
* largest force on an atom: 2.60 eV Å⁻¹
* ΔE to the lowest compared entry with this formula, charge and spin: 0.0 kJ/mol
* highest occupied orbital energy: -9.71 eV
* LUMO energy: -0.1083 Eh

Structure (XYZ):
```
115
C51H59N4O the ωB97M-V functional and the def2-TZVPD basis
C -1.559 -2.084 6.468
O -2.533 -1.850 5.424
C -2.141 -1.244 4.271
C -0.801 -0.911 3.952
C -0.509 -0.488 2.663
C -1.473 -0.475 1.627
C -1.099 -0.271 0.231
N -1.802 -0.863 -0.824
C -2.782 -1.907 -0.770
C -4.030 -1.731 -1.393
C -4.385 -0.516 -2.257
C -5.501 0.317 -1.631
C -4.718 -0.918 -3.694
C -5.012 -2.701 -1.182
C -4.753 -3.827 -0.403
C -3.478 -4.043 0.114
C -2.468 -3.108 -0.100
C -1.024 -3.463 0.282
C -0.402 -4.366 -0.784
C -0.925 -4.066 1.678
N -1.393 -0.360 -2.002
N -0.351 0.455 -1.708
C 0.217 1.248 -2.786
C -0.543 2.286 -3.361
C -1.986 2.553 -2.920
C -2.904 3.035 -4.049
C -2.071 3.460 -1.702
C 0.037 3.055 -4.371
C 1.304 2.755 -4.869
C 1.982 1.628 -4.407
C 1.412 0.826 -3.412
C 1.971 -0.583 -3.196
C 3.477 -0.610 -2.976
C 1.617 -1.480 -4.388
C -0.142 0.496 -0.333
C 0.789 1.449 0.335
C -2.825 -0.671 2.020
C -3.154 -1.038 3.303
H -2.170 -2.468 7.287
H -0.821 -2.834 6.152
H -1.057 -1.152 6.765
H 0.004 -1.020 4.683
H 0.518 -0.209 2.427
H -3.480 0.096 -2.304
H -5.239 0.610 -0.606
H -5.673 1.230 -2.216
H -6.438 -0.255 -1.594
H -3.878 -1.466 -4.135
H -5.611 -1.555 -3.731
H -4.899 -0.023 -4.301
H -5.992 -2.552 -1.645
H -5.543 -4.560 -0.237
H -3.248 -4.955 0.672
H -0.456 -2.527 0.298
H -0.430 -3.874 -1.765
H 0.643 -4.589 -0.538
H -0.962 -5.309 -0.856
H -1.512 -3.483 2.398
H -1.291 -5.102 1.683
H 0.121 -4.062 2.015
H -2.366 1.567 -2.623
H -2.818 2.384 -4.926
H -3.949 3.001 -3.716
H -2.676 4.065 -4.350
H -1.463 3.069 -0.878
H -1.711 4.470 -1.943
H -3.108 3.529 -1.350
H -0.530 3.890 -4.786
H 1.732 3.361 -5.666
H 2.929 1.324 -4.861
H 1.480 -0.974 -2.294
H 3.773 0.007 -2.121
H 3.799 -1.639 -2.776
H 4.011 -0.253 -3.866
H 0.540 -1.459 -4.588
H 2.144 -1.140 -5.290
H 1.916 -2.512 -4.182
H 0.640 2.437 -0.149
H 0.429 1.569 1.370
H -3.619 -0.530 1.288
H -4.181 -1.242 3.604
C 4.708 2.582 -1.124
C 4.019 3.053 0.093
N 4.395 4.182 0.768
C 3.607 4.351 1.902
C 2.672 3.263 1.927
C 1.905 3.058 3.077
C 2.135 3.870 4.197
C 3.083 4.905 4.166
C 3.829 5.163 3.008
C 2.955 2.460 0.759
C 2.257 1.170 0.392
C 2.698 0.037 1.363
C 3.482 0.284 2.500
C 3.739 -0.728 3.424
C 3.361 -2.039 3.156
C 3.717 -3.087 4.167
C 2.689 -2.329 1.961
C 2.364 -1.299 1.068
H 4.713 1.483 -1.153
H 4.179 2.942 -2.021
H 5.752 2.917 -1.157
H 5.134 4.804 0.467
H 1.155 2.266 3.097
H 1.578 3.678 5.117
H 3.236 5.511 5.061
H 4.574 5.955 2.959
H 2.588 0.863 -0.619
H 3.905 1.266 2.697
H 4.249 -0.492 4.360
H 3.395 -4.081 3.850
H 4.800 -3.108 4.353
H 3.239 -2.856 5.129
H 2.422 -3.365 1.733
H 1.865 -1.537 0.123
```

---

No. 2
The following is a DFT calculation (the ωB97M-V functional and the def2-TZVPD basis) of a 10-piece molecular cluster, C51H60N9OP overall.

Values from the calculation:
* net charge: 0
* Kohn-Sham gap: 9.48 eV
* electronic energy: -78604.8324 eV
* largest force on an atom: 0.60 eV Å⁻¹
* highest occupied orbital energy: -8.98 eV
* LUMO energy: 0.0182 Eh

Structure (XYZ):
```
122
C51H60N9OP the ωB97M-V functional and the def2-TZVPD basis
C -4.104 -3.787 0.048
O -4.770 -2.674 -0.505
C -5.212 -1.711 0.430
C -6.700 -1.828 0.734
C -7.534 -1.655 -0.528
C -9.023 -2.022 -0.415
C -9.349 -3.227 0.464
P -8.741 -4.855 -0.176
H -3.828 -3.630 1.090
H -3.196 -3.972 -0.526
H -4.715 -4.692 -0.016
H -4.620 -1.734 1.347
H -5.046 -0.729 -0.027
H -6.934 -1.023 1.436
H -6.891 -2.779 1.231
H -7.079 -2.202 -1.351
H -7.489 -0.596 -0.799
H -9.402 -2.222 -1.419
H -9.579 -1.162 -0.037
H -8.981 -3.096 1.480
H -10.432 -3.324 0.540
H -7.993 -4.375 -1.266
H -7.648 -5.017 0.694
C 0.760 -2.365 1.227
C 0.275 -3.636 1.488
C -0.947 -3.756 2.134
N -1.683 -2.713 2.517
C -1.202 -1.497 2.265
C 0.007 -1.272 1.629
H 1.710 -2.218 0.724
H 0.823 -4.521 1.194
H -1.363 -4.737 2.336
H -1.822 -0.666 2.586
H 0.353 -0.264 1.442
C -2.293 0.690 -3.099
C -3.484 0.111 -2.694
C -4.662 0.811 -2.901
N -4.718 2.018 -3.458
C -3.564 2.564 -3.839
C -2.332 1.944 -3.688
H -1.352 0.174 -2.958
H -3.509 -0.866 -2.226
H -5.614 0.383 -2.603
H -3.631 3.550 -4.287
H -1.429 2.437 -4.021
C -2.273 -9.207 -0.365
C -0.926 -9.038 -0.091
C -0.539 -7.942 0.666
N -1.392 -7.041 1.145
C -2.683 -7.216 0.874
C -3.174 -8.277 0.128
H -2.616 -10.049 -0.952
H -0.187 -9.737 -0.457
H 0.507 -7.777 0.901
H -3.357 -6.466 1.275
H -4.235 -8.369 -0.060
C 3.602 3.093 0.365
C 2.998 2.489 1.456
C 2.848 1.110 1.441
N 3.237 0.331 0.437
C 3.800 0.930 -0.611
C 4.008 2.298 -0.695
H 3.752 4.164 0.335
H 2.651 3.068 2.300
H 2.388 0.596 2.278
H 4.094 0.274 -1.425
H 4.478 2.730 -1.566
C -6.984 5.626 -2.113
C -6.390 4.380 -1.984
C -6.753 3.594 -0.901
N -7.638 3.963 0.023
C -8.198 5.161 -0.118
C -7.909 6.027 -1.162
H -6.732 6.273 -2.944
H -5.666 4.012 -2.695
H -6.311 2.612 -0.768
H -8.915 5.440 0.647
H -8.398 6.989 -1.225
C 9.249 4.095 -2.425
C 8.670 2.875 -2.109
C 7.488 2.875 -1.386
N 6.876 3.984 -0.973
C 7.446 5.146 -1.282
C 8.625 5.257 -2.005
H 10.173 4.137 -2.986
H 9.124 1.942 -2.413
H 7.003 1.941 -1.117
H 6.937 6.034 -0.925
H 9.045 6.229 -2.214
C 1.845 -0.552 -3.477
C 1.264 -1.152 -2.371
C 1.072 -2.526 -2.390
N 1.417 -3.304 -3.414
C 1.975 -2.714 -4.468
C 2.210 -1.349 -4.550
H 2.010 0.518 -3.500
H 0.968 -0.569 -1.509
H 0.618 -3.030 -1.544
H 2.245 -3.370 -5.288
H 2.667 -0.926 -5.434
C 10.842 7.789 2.934
C 10.675 6.468 2.553
C 10.084 6.206 1.326
N 9.665 7.154 0.493
C 9.829 8.419 0.873
C 10.410 8.789 2.077
H 11.299 8.036 3.884
H 10.995 5.656 3.190
H 9.934 5.184 0.990
H 9.477 9.172 0.177
H 10.519 9.833 2.333
C 2.810 -1.484 4.231
C 4.177 -1.418 4.018
C 5.015 -1.403 5.123
N 4.580 -1.446 6.380
C 3.264 -1.508 6.568
C 2.340 -1.530 5.534
H 2.121 -1.503 3.398
H 4.585 -1.375 3.016
H 6.092 -1.352 4.998
H 2.936 -1.542 7.601
H 1.281 -1.584 5.745
```

---

No. 3
The following is a DFT calculation (the ωB97M-V functional and the def2-TZVPD basis) of C51H62BrCrGeN5OSe as an isolated structure.

Values from the calculation:
* net charge: 0
* <S²>: 6.025
* Kohn-Sham gap (spin up / spin down): 6.27 / 6.83 eV
* electronic energy: -283719.1626 eV
* spin multiplicity: 5
* largest force on an atom: 1.77 eV Å⁻¹
* ΔE to the lowest compared entry with this formula, charge and spin: 24.5 kJ/mol
* highest occupied orbital energy (spin up / spin down): -6.69 / -7.34 eV
* LUMO energy (spin up / spin down): -0.0153 / -0.0186 Eh

Structure (XYZ):
```
123
C51H62BrCrGeN5OSe the ωB97M-V functional and the def2-TZVPD basis
Cr -0.054 -0.322 -0.057
Br 2.877 -4.969 7.473
C 1.245 -5.217 6.530
C 1.253 -5.160 5.145
C 0.064 -5.293 4.458
C -1.143 -5.498 5.142
C -1.114 -5.608 6.531
C 0.072 -5.445 7.227
N -2.340 -5.776 4.452
N -2.693 -5.156 3.428
C -2.130 -3.934 3.060
C -1.767 -2.956 3.986
C -1.205 -1.745 3.612
C -0.935 -1.490 2.266
O -0.299 -0.460 1.805
C -1.353 -2.456 1.300
N -1.074 -2.118 0.008
C -1.303 -3.037 -0.919
C -1.862 -4.285 -0.636
C -2.219 -4.603 0.652
C -1.956 -3.673 1.675
H 2.177 -5.003 4.605
H 0.058 -5.259 3.376
H -2.039 -5.791 7.062
H 0.088 -5.498 8.306
H -1.951 -3.152 5.033
H -0.926 -1.010 4.355
H -1.053 -2.769 -1.936
H -2.026 -4.981 -1.447
H -2.685 -5.547 0.902
C -4.158 -0.541 -0.365
C -3.217 0.425 -1.106
C -3.943 1.756 -1.313
C -2.732 -0.184 -2.413
C -3.702 -0.604 -3.317
C -3.373 -1.215 -4.513
C -2.046 -1.477 -4.801
C -1.036 -1.088 -3.929
C 0.386 -1.551 -4.228
C 0.441 -3.081 -4.340
C 0.959 -0.926 -5.505
C -1.377 -0.385 -2.751
N -0.308 0.123 -1.941
C 0.451 0.981 -2.580
C 1.740 1.436 -2.222
C 2.451 2.197 -3.178
C 3.763 2.530 -3.002
C 4.435 2.077 -1.851
C 3.778 1.358 -0.889
C 2.390 1.070 -1.001
N 1.680 0.497 -0.017
C 2.378 -0.038 1.108
C 2.910 -1.344 0.989
C 3.536 -1.928 2.081
C 3.641 -1.253 3.282
C 3.151 0.035 3.379
C 2.534 0.684 2.312
C 2.087 2.122 2.601
C 2.323 3.157 1.500
C 0.620 2.194 3.043
C 2.810 -2.147 -0.299
C 4.183 -2.304 -0.959
C 2.175 -3.521 -0.048
H -4.240 -0.261 0.686
H -3.808 -1.570 -0.420
H -5.159 -0.507 -0.798
H -2.352 0.627 -0.469
H -4.877 1.610 -1.860
H -3.323 2.464 -1.862
H -4.182 2.195 -0.343
H -4.747 -0.439 -3.084
H -4.150 -1.508 -5.207
H -1.791 -1.993 -5.718
H 1.036 -1.267 -3.401
H -0.147 -3.434 -5.187
H 0.056 -3.559 -3.437
H 1.472 -3.408 -4.484
H 0.448 -1.306 -6.392
H 2.019 -1.170 -5.592
H 0.864 0.160 -5.497
H 0.104 1.312 -3.558
H 1.934 2.498 -4.084
H 4.290 3.113 -3.745
H 5.483 2.311 -1.714
H 4.300 1.026 -0.002
H 3.948 -2.927 1.992
H 4.115 -1.721 4.135
H 3.266 0.572 4.315
H 2.697 2.435 3.454
H 1.614 3.036 0.685
H 3.333 3.094 1.099
H 2.181 4.159 1.913
H -0.038 1.965 2.207
H 0.391 3.201 3.400
H 0.415 1.481 3.842
H 2.170 -1.613 -1.005
H 4.865 -2.853 -0.307
H 4.620 -1.328 -1.173
H 4.089 -2.853 -1.899
H 2.845 -4.166 0.523
H 1.955 -4.018 -0.996
H 1.246 -3.419 0.512
C -1.838 7.171 -2.182
Ge -1.344 6.671 -0.337
C -2.304 7.835 0.937
C 0.602 6.765 -0.070
C -1.904 4.796 0.025
Se -0.891 3.416 -0.931
C -1.612 3.717 -2.727
H -1.720 8.246 -2.319
H -2.877 6.914 -2.388
H -1.201 6.662 -2.905
H -2.003 8.876 0.817
H -2.092 7.538 1.964
H -3.381 7.774 0.775
H 1.025 7.642 -0.559
H 1.073 5.872 -0.483
H 0.837 6.817 0.994
H -2.963 4.631 -0.178
H -1.736 4.568 1.080
H -2.500 4.340 -2.653
H -1.880 2.755 -3.162
H -0.868 4.211 -3.346
```

---

No. 4
The following is a DFT calculation (the ωB97M-V functional and the def2-TZVPD basis) of C51H63F9IrN4PSi2 as an isolated structure.

Values from the calculation:
* net charge: 0
* Kohn-Sham gap (spin up / spin down): 4.80 / 4.77 eV
* electronic energy: -112208.9297 eV
* largest force on an atom: 3.27 eV Å⁻¹
* highest occupied orbital energy (spin up / spin down): -5.60 / -5.57 eV
* LUMO energy (spin up / spin down): -0.0294 / -0.0294 Eh

Structure (XYZ):
```
131
C51H63F9IrN4PSi2 the ωB97M-V functional and the def2-TZVPD basis
Ir -0.468 -0.809 0.789
C -2.960 -0.607 3.922
C -2.563 0.430 2.862
C -1.948 1.639 3.558
C -3.813 0.854 2.086
N -1.583 -0.132 1.953
H -3.672 -0.174 4.629
H -2.079 -0.945 4.473
H -3.422 -1.477 3.448
H -2.693 2.104 4.211
H -1.609 2.374 2.827
H -1.091 1.335 4.163
H -4.466 1.459 2.722
H -4.369 -0.023 1.751
H -3.534 1.435 1.207
C 0.953 -3.301 -3.630
C 0.409 -2.741 -2.291
N 0.889 -1.389 -2.090
C 2.342 -1.380 -2.153
C 2.808 -1.669 -3.601
N 1.597 -2.146 -4.364
C 0.613 -1.009 -4.506
C 0.366 -0.463 -3.081
H 0.171 -3.703 -4.271
H 1.722 -4.058 -3.493
H 0.740 -3.350 -1.454
H -0.674 -2.733 -2.271
H 2.724 -2.127 -1.461
H 2.715 -0.419 -1.824
H 3.566 -2.448 -3.657
H 3.176 -0.781 -4.112
H 1.887 -2.455 -5.286
H -0.291 -1.419 -4.953
H 1.044 -0.277 -5.186
H -0.690 -0.335 -2.912
H 0.853 0.503 -2.941
F 3.984 5.633 -4.456
C 2.802 5.141 -4.864
F 2.083 6.162 -5.352
F 3.062 4.304 -5.888
C 2.093 4.430 -3.747
C 2.729 3.366 -3.127
C 2.095 2.700 -2.091
C 0.837 3.093 -1.633
C 0.208 4.141 -2.286
C 0.834 4.815 -3.338
P 0.094 2.029 -0.288
C 0.889 2.888 1.150
C 1.197 2.155 2.292
C 1.873 2.741 3.358
C 2.247 4.068 3.286
C 1.953 4.819 2.157
C 1.283 4.231 1.097
C 2.990 4.729 4.412
F 4.156 5.251 3.989
F 3.267 3.877 5.409
F 2.279 5.745 4.937
C -1.608 2.702 -0.293
C -2.041 3.764 0.486
C -3.344 4.245 0.365
C -4.205 3.666 -0.546
C -3.786 2.601 -1.333
C -2.496 2.118 -1.195
C -5.606 4.180 -0.725
F -6.511 3.201 -0.561
F -5.903 5.158 0.143
F -5.788 4.675 -1.964
H 3.718 3.061 -3.454
H 2.600 1.867 -1.608
H -0.784 4.458 -1.980
H 0.337 5.642 -3.828
H 0.908 1.114 2.352
H 2.110 2.155 4.238
H 2.251 5.861 2.106
H 1.072 4.827 0.219
H -1.369 4.228 1.198
H -3.680 5.070 0.980
H -4.474 2.143 -2.035
H -2.171 1.264 -1.782
N 1.337 -1.490 0.871
C 2.508 -1.603 1.341
C 3.709 -0.956 0.677
C 3.626 0.363 0.244
C 4.698 0.987 -0.387
C 5.876 0.286 -0.615
C 5.975 -1.034 -0.186
C 4.905 -1.642 0.464
C 2.811 -2.428 2.572
C 2.101 -3.603 2.783
C 2.358 -4.408 3.885
C 3.340 -4.046 4.799
C 4.056 -2.872 4.601
C 3.795 -2.073 3.495
H 2.706 0.904 0.435
H 4.618 2.028 -0.688
H 6.714 0.768 -1.105
H 6.894 -1.587 -0.344
H 4.997 -2.666 0.811
H 1.346 -3.875 2.059
H 1.796 -5.325 4.026
H 3.547 -4.674 5.657
H 4.825 -2.580 5.307
H 4.354 -1.153 3.355
C -1.282 -3.644 2.752
Si -1.933 -3.832 1.007
C -3.543 -4.782 1.280
C -0.814 -5.032 0.081
C -2.185 -2.208 0.166
Si -3.383 -2.188 -1.243
C -4.841 -1.105 -0.807
C -2.964 -1.587 -2.990
C -4.099 -3.876 -1.664
H -0.628 -4.480 3.022
H -2.116 -3.644 3.465
H -0.726 -2.715 2.879
H -3.457 -5.374 2.199
H -3.768 -5.470 0.461
H -4.404 -4.110 1.398
H -1.027 -6.055 0.415
H 0.249 -4.836 0.274
H -0.981 -5.000 -1.005
H -2.830 -1.716 0.912
H -4.518 -0.111 -0.482
H -5.425 -1.545 0.011
H -5.510 -0.985 -1.668
H -2.775 -0.510 -3.048
H -3.859 -1.783 -3.593
H -2.138 -2.125 -3.469
H -4.778 -4.227 -0.884
H -3.326 -4.645 -1.793
H -4.669 -3.812 -2.598
```